Formula: C45H61FIN4O10S
Source: OMol25
Level of theory: wB97M-V/def2-TZVPD

```
123
C45H61FIN4O10S (wB97M-V/def2-TZVPD)
C 5.003 4.756 0.448
C 6.340 3.805 0.772
C 5.844 2.448 1.615
C 6.672 1.138 1.080
C 5.863 -0.285 1.180
C 4.473 -0.133 0.321
C 4.583 -0.356 -1.318
C 5.952 -0.748 -2.134
C 6.141 -2.380 -2.095
C 4.832 -3.209 -1.551
F 6.419 -2.891 -3.479
C 3.210 -0.167 -2.242
C 3.260 -0.378 -3.873
O 3.044 0.599 -4.787
O 3.507 -1.737 -4.456
S 4.433 -1.599 -5.903
C 1.839 0.241 -1.385
C 0.479 0.480 -2.324
C 0.553 2.093 -2.759
C -0.883 2.871 -2.621
C -1.954 2.327 -3.740
C -3.137 1.530 -2.931
C -4.111 2.595 -2.117
C -5.237 1.652 -1.327
C -5.951 2.602 -0.195
O -7.245 2.047 0.241
C -7.059 0.631 0.652
C 1.822 0.397 0.253
C 0.378 0.762 0.999
C -0.174 -0.675 1.631
O -1.592 -0.941 1.340
C -1.980 -1.943 2.388
C -2.553 -1.063 3.670
N 3.140 0.201 1.024
I 3.012 0.419 3.111
H 4.085 4.471 1.126
H 5.345 5.864 0.637
H 4.628 4.615 -0.676
H 6.724 3.458 -0.297
H 7.171 4.408 1.333
H 6.031 2.688 2.761
H 4.684 2.401 1.469
H 7.656 1.061 1.750
H 6.934 1.301 -0.060
H 6.527 -1.084 0.592
H 5.736 -0.713 2.261
H 6.860 -0.280 -1.562
H 5.980 -0.303 -3.240
H 7.059 -2.671 -1.410
H 3.878 -3.021 -2.201
H 5.053 -4.378 -1.616
H 4.561 -2.999 -0.419
H 5.412 -0.577 -5.709
H 0.528 -0.122 -3.329
H -0.511 0.201 -1.766
H 1.291 2.622 -1.984
H 1.080 2.225 -3.814
H -0.668 4.015 -2.881
H -1.296 2.878 -1.514
H -1.348 1.659 -4.504
H -2.413 3.264 -4.279
H -2.679 0.815 -2.102
H -3.756 0.931 -3.754
H -3.497 3.196 -1.288
H -4.621 3.341 -2.889
H -5.958 1.256 -2.160
H -4.679 0.759 -0.803
H -6.099 3.679 -0.684
H -5.189 2.727 0.688
H -7.854 0.369 1.482
H -7.138 -0.094 -0.265
H -5.973 0.562 1.143
H 0.481 1.605 1.815
H -0.438 1.164 0.226
H 0.063 -0.624 2.797
H 0.532 -1.543 1.218
H -0.995 -2.536 2.709
H -2.729 -2.752 1.995
H -3.541 -1.506 4.123
H -2.706 0.051 3.276
H -1.701 -1.023 4.499
C -7.215 -6.701 3.668
C -6.414 -6.717 2.525
C -5.931 -5.520 1.992
C -6.255 -4.308 2.617
C -7.065 -4.288 3.760
C -7.544 -5.491 4.282
N -5.730 -3.048 2.077
O -5.032 -3.106 1.053
O -6.010 -2.001 2.677
H -7.584 -7.637 4.083
H -6.163 -7.663 2.051
H -5.308 -5.549 1.101
H -7.328 -3.354 4.253
H -8.171 -5.487 5.171
C -9.103 3.602 -3.088
C -9.248 2.562 -2.168
C -10.033 1.452 -2.485
C -10.668 1.391 -3.733
C -10.531 2.437 -4.655
C -9.745 3.543 -4.326
N -11.474 0.215 -4.082
O -11.587 -0.681 -3.232
O -11.992 0.183 -5.207
H -8.486 4.463 -2.839
H -8.746 2.616 -1.204
H -10.136 0.650 -1.757
H -11.022 2.404 -5.626
H -9.630 4.359 -5.037
C 11.123 -1.721 5.770
C 9.847 -1.637 5.210
C 9.683 -1.145 3.914
C 10.809 -0.743 3.182
C 12.090 -0.819 3.745
C 12.241 -1.310 5.044
N 10.646 -0.249 1.810
O 9.495 -0.179 1.354
O 11.668 0.066 1.184
H 11.246 -2.110 6.780
H 8.980 -1.958 5.783
H 8.682 -1.086 3.491
H 12.972 -0.505 3.190
H 13.232 -1.375 5.488
```

**Highest occupied orbital energy**: -10.878 eV
**E_LUMO**: -4.7 eV
**Total charge**: +1

Mulliken population analysis, charges in e, atoms 1 to 4: -0.830, -0.388, -0.095, -0.107

Formula: C4H6O2
Source: OMol25
Level of theory: wB97M-V/def2-TZVPD

```
12
C4H6O2 (wB97M-V/def2-TZVPD)
O 2.048 -0.145 1.427
C 1.931 0.098 0.250
C 0.659 -0.102 -0.538
C -0.554 -0.321 0.341
C -1.829 0.337 0.058
O -1.638 -1.037 -0.238
H 2.797 0.480 -0.332
H 0.801 -0.995 -1.163
H 0.534 0.739 -1.232
H -0.324 -0.602 1.369
H -2.519 0.559 0.872
H -1.908 0.989 -0.814
```

**Highest occupied orbital energy**: -10.032 eV
**Structure (SMILES)**: O=CC[C@H]1CO1
**E_LUMO**: 0.9 eV
**Relative energy (zero: lowest compared OMol25 entry of this formula, charge and spin)**: 2.005 eV

Mulliken population analysis, charges in e, atoms 1 to 4: -0.472, 0.034, -0.669, 0.139

Formula: C25H15Cl68NO4
Source: OMol25
Level of theory: wB97M-V/def2-TZVPD

```
113
C25H15Cl68NO4 (wB97M-V/def2-TZVPD)
C -1.251 -0.737 -5.288
C 0.049 -1.259 -6.149
O 0.112 -2.714 -6.351
C -0.003 -3.461 -5.087
C 1.110 -3.000 -3.938
O 1.152 -3.962 -2.826
C 1.073 -3.306 -1.512
N 2.019 -2.169 -1.171
C -0.438 -3.003 -0.868
C -0.932 -4.573 -0.684
C 0.483 -5.205 -0.128
O 0.513 -6.312 0.621
O 1.604 -4.389 -0.619
H -2.128 -1.518 -5.236
H -0.887 -0.392 -4.212
H -1.651 0.243 -5.838
H -0.047 -0.752 -7.224
H 1.023 -0.800 -5.657
H 0.284 -4.591 -5.347
H -1.102 -3.517 -4.654
H 2.162 -3.059 -4.500
H 0.987 -1.891 -3.587
H 1.460 -1.268 -1.244
H 2.803 -2.080 -1.861
H -0.234 -2.439 0.154
H -1.101 -2.378 -1.636
H -1.733 -4.565 0.169
H -1.189 -5.060 -1.725
C -4.193 -4.342 2.624
Cl -5.292 -5.740 2.510
Cl -4.211 -3.706 4.288
Cl -2.539 -4.852 2.201
Cl -4.729 -3.072 1.496
C 5.188 -1.924 1.220
Cl 4.088 -3.322 1.106
Cl 5.169 -1.287 2.884
Cl 6.842 -2.434 0.797
Cl 4.651 -0.654 0.091
C 1.818 -0.054 4.863
Cl 0.466 -0.677 5.842
Cl 3.271 0.097 5.884
Cl 2.150 -1.181 3.523
Cl 1.387 1.543 4.203
C -4.492 1.598 -4.573
Cl -4.222 2.877 -5.784
Cl -4.526 0.011 -5.382
Cl -3.172 1.625 -3.376
Cl -6.047 1.878 -3.749
C 1.656 5.614 3.688
Cl 0.557 4.216 3.575
Cl 1.638 6.251 5.352
Cl 3.310 5.104 3.266
Cl 1.120 6.885 2.560
C -2.081 5.658 -2.474
Cl -1.367 4.610 -3.726
Cl -2.374 7.279 -3.153
Cl -3.623 4.958 -1.922
Cl -0.959 5.785 -1.096
C -0.119 6.517 9.011
Cl 1.216 7.365 8.192
Cl -0.228 7.072 10.701
Cl -1.650 6.868 8.171
Cl 0.186 4.762 8.981
C -0.454 6.919 -7.019
Cl 0.259 5.871 -8.271
Cl -0.747 8.541 -7.698
Cl -1.997 6.219 -6.467
Cl 0.668 7.047 -5.641
C 3.521 -6.305 3.931
Cl 4.861 -5.203 3.523
Cl 4.182 -7.854 4.512
Cl 2.517 -5.571 5.207
Cl 2.524 -6.590 2.482
C -0.560 10.116 13.196
Cl -0.793 11.871 13.398
Cl 0.933 9.818 12.270
Cl -0.429 9.346 14.797
Cl -1.950 9.430 12.318
C 4.945 -5.293 8.271
Cl 4.744 -6.542 7.016
Cl 4.685 -3.683 7.554
Cl 3.759 -5.562 9.573
Cl 6.594 -5.385 8.942
C 5.481 -10.711 7.939
Cl 4.061 -10.733 9.015
Cl 6.820 -9.851 8.740
Cl 5.979 -12.383 7.578
Cl 5.062 -9.876 6.421
C 10.949 -5.223 9.179
Cl 11.765 -4.300 10.466
Cl 9.387 -5.830 9.783
Cl 10.671 -4.164 7.773
Cl 11.973 -6.598 8.694
C -5.613 -1.244 -9.151
Cl -5.691 0.509 -9.459
Cl -6.987 -1.729 -8.126
Cl -5.689 -2.123 -10.699
Cl -4.086 -1.634 -8.321
C -9.503 2.713 -1.047
Cl -9.736 4.468 -0.844
Cl -8.010 2.415 -1.973
Cl -9.372 1.942 0.554
Cl -10.893 2.026 -1.925
C 0.228 12.296 -8.187
Cl -0.005 14.050 -7.985
Cl 1.721 11.998 -9.113
Cl 0.359 11.525 -6.586
Cl -1.162 11.609 -9.065
C -7.599 -0.702 -14.190
Cl -6.920 -2.314 -14.530
Cl -6.723 0.036 -12.825
Cl -7.431 0.330 -15.632
Cl -9.324 -0.861 -13.771
```

**Highest occupied orbital energy**: -10.165 eV
**E_LUMO**: -0.4 eV

Mulliken population analysis, charges in e, atoms 1 to 4: -0.421, -0.378, -0.417, -0.298

Formula: C4H8O2
Source: OMol25
Level of theory: wB97M-V/def2-TZVPD

```
14
C4H8O2 (wB97M-V/def2-TZVPD)
C -1.629 0.330 1.326
C -0.346 -0.174 0.707
O 0.322 -1.039 1.246
C 0.071 0.438 -0.617
C 1.435 -0.056 -1.092
O 1.454 -1.451 -1.269
H -1.549 1.400 1.551
H -2.458 0.213 0.618
H -1.844 -0.221 2.243
H -0.692 0.184 -1.366
H 0.055 1.532 -0.517
H 2.210 0.271 -0.381
H 1.667 0.391 -2.064
H 1.305 -1.819 -0.385
```

**Highest occupied orbital energy**: -9.959 eV
**Structure (SMILES)**: CC(=O)CCO
**E_LUMO**: 0.9 eV
**Relative energy (zero: lowest compared OMol25 entry of this formula, charge and spin)**: 0.740 eV

Mulliken population analysis, charges in e, atoms 1 to 4: -1.194, 0.899, -0.614, -0.605

Formula: C5H11N3O4S
Source: OMol25
Level of theory: wB97M-V/def2-TZVPD

```
24
C5H11N3O4S (wB97M-V/def2-TZVPD)
C 0.193 -3.189 -1.457
C 0.202 -1.791 -2.021
S 0.704 -0.656 -0.703
O 1.956 -1.063 -0.147
O 0.579 0.696 -1.177
N -0.501 -0.951 0.474
N -1.503 -0.001 0.519
C -1.332 1.350 0.606
O -2.190 2.106 0.220
N -0.151 1.824 1.215
C 0.255 3.162 0.811
C 0.597 1.179 2.138
O 0.357 0.120 2.673
H -0.524 -3.256 -0.642
H -0.066 -3.924 -2.218
H 1.179 -3.422 -1.063
H -0.773 -1.445 -2.352
H 0.926 -1.665 -2.821
H -0.072 -1.067 1.400
H -2.353 -0.256 0.026
H 1.143 3.098 0.182
H -0.560 3.596 0.233
H 0.450 3.783 1.684
H 1.484 1.771 2.420
```

**Highest occupied orbital energy**: -10.302 eV
**Structure (SMILES)**: CCS(=O)(=O)NNC(=O)N(C)C=O
**E_LUMO**: 0.6 eV
**Relative energy (zero: lowest compared OMol25 entry of this formula, charge and spin)**: 0.000 eV

Mulliken population analysis, charges in e, atoms 1 to 4: -1.132, -0.431, 1.204, -0.675

Formula: C6H5N3O2
Source: OMol25
Level of theory: wB97M-V/def2-TZVPD

```
16
C6H5N3O2 (wB97M-V/def2-TZVPD)
C -1.584 1.421 0.109
C 1.420 -0.112 -1.367
C 0.170 -0.284 -1.666
C 2.025 -0.014 0.002
C 0.138 0.242 1.512
C -0.935 0.228 0.472
N -2.035 2.400 -0.257
N 1.517 0.065 1.132
N -1.630 -1.019 0.147
O -2.576 -1.055 -0.633
O -1.204 -2.013 0.740
H 2.081 0.032 -2.126
H -0.636 -0.521 -2.266
H 3.180 -0.074 0.073
H 0.028 1.180 1.896
H 0.042 -0.478 2.231
```

**Highest occupied orbital energy (alpha / beta)**: -9.691 / -9.731 eV
**E_LUMO (alpha / beta)**: -2.1 / -1.9 eV
**Relative energy (zero: lowest compared OMol25 entry of this formula, charge and spin)**: 8.107 eV

Mulliken population analysis, charges in e, atoms 1 to 4: 0.315, -0.367, -0.244, 0.022

Formula: C35H52AsGdO2P3
Source: OMol25
Level of theory: wB97M-V/def2-TZVPD

```
94
C35H52AsGdO2P3 (wB97M-V/def2-TZVPD)
Gd 0.072 -0.401 -0.707
P -1.387 -1.192 -2.871
P -1.891 -1.937 0.891
P 2.530 0.849 -1.292
H 1.183 -3.327 1.868
C 1.942 -2.556 1.736
C 1.969 -1.409 2.432
H 1.250 -1.164 3.207
C -0.882 -2.902 -3.218
C -3.183 -1.230 -3.100
C -0.769 -0.303 -4.332
C -1.658 -2.039 2.707
C -3.621 -1.320 0.867
C -2.189 -3.694 0.472
C 3.807 1.158 -0.020
C 2.497 2.394 -2.267
C 3.467 -0.218 -2.422
H 2.625 -2.691 0.880
H 2.681 -0.611 2.191
H -1.329 -3.201 -4.182
H -1.231 -3.574 -2.418
H 0.221 -2.973 -3.300
H -3.352 -1.393 -4.173
H -3.612 -0.272 -2.775
H -3.595 -2.057 -2.498
H -1.330 -0.667 -5.201
H 0.305 -0.501 -4.448
H -0.940 0.774 -4.179
H -2.292 -2.834 3.124
H -1.924 -1.089 3.183
H -0.607 -2.251 2.947
H -4.288 -2.021 1.391
H -3.959 -1.202 -0.166
H -3.691 -0.332 1.357
H -3.039 -4.078 1.055
H -1.301 -4.290 0.698
H -2.417 -3.807 -0.597
H 4.791 1.272 -0.492
H 3.839 0.306 0.677
H 3.564 2.061 0.551
H 3.522 2.698 -2.532
H 2.009 3.194 -1.686
H 1.922 2.227 -3.187
H 4.390 0.302 -2.706
H 2.871 -0.437 -3.315
H 3.705 -1.172 -1.942
C 3.589 -3.787 -2.266
C 3.112 -4.713 -3.202
C 4.024 -5.568 -3.849
C 5.406 -5.500 -3.558
C 5.864 -4.520 -2.679
C 4.966 -3.661 -2.036
O 2.751 -2.879 -1.593
H 1.793 -3.133 -1.592
H 2.053 -4.740 -3.445
H 3.695 -6.304 -4.579
H 6.113 -6.188 -4.037
H 6.940 -4.417 -2.478
H 5.334 -2.879 -1.376
O -0.672 1.201 0.388
As -1.293 2.322 1.595
C -0.911 4.160 1.070
C -0.544 4.456 -0.245
C -0.327 5.792 -0.619
C -0.492 6.826 0.310
C -0.883 6.531 1.621
C -1.102 5.196 2.001
C -3.211 2.140 1.544
C -3.833 2.045 0.290
C -5.225 1.876 0.209
C -5.999 1.860 1.376
C -5.386 2.041 2.620
C -3.999 2.207 2.705
C -0.313 1.932 3.193
C 1.006 2.392 3.284
C 1.777 2.094 4.415
C 1.225 1.347 5.465
C -0.105 0.919 5.387
C -0.882 1.225 4.263
H -0.434 3.644 -0.959
H -0.034 6.015 -1.641
H -0.320 7.856 0.006
H -1.020 7.337 2.337
H -1.414 4.981 3.027
H -3.234 2.076 -0.620
H -5.698 1.763 -0.771
H -7.081 1.722 1.304
H -5.996 2.060 3.524
H -3.534 2.398 3.674
H 1.435 2.987 2.477
H 2.813 2.439 4.480
H 1.833 1.108 6.344
H -0.536 0.340 6.209
H -1.927 0.915 4.220
```

**Highest occupied orbital energy (alpha / beta)**: -14.952 / -14.952 eV
**Spin multiplicity**: 8
**E_LUMO (alpha / beta)**: -8.6 / -11.4 eV
**Relative energy (zero: lowest compared OMol25 entry of this formula, charge and spin)**: 0.000 eV
**Total charge**: +3

Mulliken population analysis, charges in e, atoms 1 to 4: -1.348, 0.979, 0.706, 0.976

Formula: C4H7NO2S2
Source: OMol25
Level of theory: wB97M-V/def2-TZVPD

```
16
C4H7NO2S2 (wB97M-V/def2-TZVPD)
C 0.077 -0.127 1.428
C -0.889 0.256 0.338
O -0.061 0.866 -0.672
C 0.084 0.109 -1.781
N 1.004 0.322 -2.607
C 2.151 0.881 -2.812
S 3.325 1.443 -1.537
O 3.153 0.653 -0.330
S 5.033 1.864 -2.284
H 1.104 -0.571 0.996
H 0.333 0.893 1.981
H -0.276 -0.882 2.121
H -1.533 1.078 0.624
H -1.534 -0.450 -0.298
H -0.631 -0.648 -2.093
H 2.265 1.308 -3.725
```

**Highest occupied orbital energy (alpha / beta)**: -7.978 / -7.875 eV
**Structure (SMILES)**: CCO/C=N\C=S(=O)=S
**E_LUMO (alpha / beta)**: -1.1 / -1.3 eV
**Relative energy (zero: lowest compared OMol25 entry of this formula, charge and spin)**: 3.520 eV

Mulliken population analysis, charges in e, atoms 1 to 4: -0.763, -0.306, -0.255, 0.071